No. 1
Molecular formula: C8H19N2OP2
Method: DFT, the ωB97M-V functional and the def2-TZVPD basis

Gap between HOMO and LUMO   10.32 eV
LUMO   -3.19 eV
Charge   +1
Relative energy (zero: lowest compared OMol25 entry of this formula, charge and spin)   0.00 kJ/mol
SMILES   CCCN/C(C)=[NH+]\C(P)(P)C(C)=O
Strongest force on any atom   6.37 eV Å⁻¹
Electronic energy   -32200.36757 eV

The geometry in XYZ format:
```
32
Properties=species:S:1:pos:R:3:lowdin_charge:R:1
C -3.048 -1.660 0.849 -0.069
C -2.882 -1.037 -0.617 -0.190
C -2.379 0.419 -0.536 -0.188
N -0.979 0.382 -0.318 0.069
C -0.189 1.447 -0.349 -0.302
C -0.806 2.820 -0.559 0.027
N 1.138 1.501 -0.048 0.084
C 2.130 0.077 0.126 -0.805
P 3.810 0.823 0.108 0.874
P 1.782 -0.666 1.845 0.887
C 1.806 -0.693 -1.096 -0.531
C 1.925 -2.162 -1.063 -0.003
O 1.120 -0.168 -1.967 0.066
H -3.549 -0.910 1.504 0.079
H -3.659 -2.559 0.851 0.067
H -2.031 -1.865 1.290 0.064
H -3.841 -1.029 -1.151 0.116
H -2.239 -1.570 -1.230 0.077
H -2.543 0.926 -1.551 0.158
H -2.696 0.987 0.441 0.170
H -0.533 -0.428 -0.037 0.072
H -1.857 2.682 -0.817 0.064
H -0.683 3.537 0.344 0.143
H -0.343 3.259 -1.437 0.099
H 1.542 2.361 -0.140 0.065
H 3.936 0.861 1.566 -0.077
H 4.450 -0.385 0.243 -0.093
H 1.247 0.566 2.366 -0.059
H 0.513 -1.214 1.432 -0.104
H 2.001 -2.460 -0.109 0.006
H 1.154 -2.645 -1.667 0.116
H 2.904 -2.455 -1.491 0.123
```

=====

No. 2
Molecular formula: C8H19N3OS4SbTc
Method: DFT, the ωB97M-V functional and the def2-TZVPD basis

Gap between HOMO and LUMO   6.65 eV
LUMO   -8.72 eV
Charge   +2
Strongest force on any atom   0.38 eV Å⁻¹
Electronic energy   -67182.58554 eV

The geometry in XYZ format:
```
37
Properties=species:S:1:pos:R:3:lowdin_charge:R:1
Tc 0.410 0.246 -1.515 0.634
S 2.184 -0.928 -5.889 0.077
Sb 1.860 -2.080 -4.092 0.243
S -0.282 -1.091 -3.089 0.107
S 2.377 0.746 -1.439 0.304
S 2.354 -3.746 -2.794 0.052
C 1.320 -2.668 1.941 -0.012
N 0.323 -1.959 1.141 -0.130
C -0.331 -2.774 0.124 -0.049
C 0.036 -0.672 1.342 -0.400
N -0.356 0.124 0.299 -0.065
N 0.148 -0.127 2.556 -0.124
C -0.092 -0.885 3.785 -0.007
C 0.327 1.309 2.742 -0.015
H 1.941 -3.246 1.257 0.106
H 0.854 -3.353 2.650 0.105
H 1.948 -1.958 2.470 0.101
H -0.611 -3.722 0.584 0.110
H 0.340 -2.979 -0.712 0.024
H -1.234 -2.281 -0.230 0.081
H -0.903 0.912 0.631 0.078
H -0.545 -1.842 3.551 0.098
H -0.788 -0.313 4.397 0.110
H 0.830 -1.035 4.344 0.107
H -0.628 1.811 2.908 0.107
H 0.837 1.740 1.883 0.087
H 0.949 1.462 3.622 0.109
C -2.791 2.697 -2.491 0.058
O -1.780 1.754 -1.976 -0.096
C -0.524 1.971 -1.883 -0.396
C 0.082 3.314 -2.060 -0.035
H -3.192 3.229 -1.631 0.118
H -3.539 2.054 -2.946 0.114
H -2.349 3.365 -3.223 0.102
H -0.622 4.094 -2.336 0.090
H 0.881 3.243 -2.800 0.103
H 0.564 3.588 -1.119 0.105
```

=====

No. 3
Molecular formula: C8H19N7O3SSi
Method: DFT, the ωB97M-V functional and the def2-TZVPD basis

Gap between HOMO and LUMO   9.63 eV
LUMO   0.08 eV
Charge   0
SMILES   S[SiH2]c1cccnc1.NC(N)=O.NC(N)=O.NC(N)=O
Strongest force on any atom   4.04 eV Å⁻¹
Electronic energy   -43892.83957 eV

The geometry in XYZ format:
```
39
Properties=species:S:1:pos:R:3:lowdin_charge:R:1
S 5.260 -1.030 1.469 0.342
Si 4.279 0.518 0.292 0.355
C 2.435 0.004 0.206 -0.352
C 1.470 0.823 0.941 -0.054
C 0.092 0.309 0.839 -0.067
C -0.084 -0.889 0.051 -0.176
N 0.807 -1.611 -0.655 0.033
C 2.111 -1.162 -0.585 -0.164
H 4.392 -2.097 1.467 -0.184
H 4.406 1.835 0.933 -0.059
H 4.870 0.586 -1.058 -0.058
H 1.742 1.718 1.531 0.100
H -0.751 0.823 1.361 0.083
H -1.134 -1.279 0.022 0.107
H 2.912 -1.710 -1.127 0.114
N -5.083 1.785 -0.008 0.151
C -3.735 1.618 -0.097 -0.688
N -3.322 0.880 -1.165 0.155
O -2.957 2.091 0.716 0.011
H -5.731 1.401 -0.670 0.095
H -5.431 2.323 0.765 0.106
H -2.333 0.732 -1.269 0.088
H -3.950 0.486 -1.840 0.095
N 1.783 1.007 -5.062 0.144
C 2.206 -0.065 -4.331 -0.692
N 1.218 -0.724 -3.665 0.154
O 3.376 -0.405 -4.277 0.019
H 0.824 1.296 -5.114 0.089
H 2.480 1.523 -5.569 0.103
H 1.484 -1.518 -3.110 0.074
H 0.254 -0.453 -3.701 0.090
N -0.580 -1.027 3.964 0.158
C -1.768 -1.499 4.434 -0.694
N -2.866 -0.858 3.937 0.149
O -1.846 -2.416 5.231 0.024
H -0.507 -0.273 3.307 0.057
H 0.258 -1.468 4.301 0.107
H -3.765 -1.172 4.255 0.102
H -2.815 -0.101 3.280 0.084
```

=====

No. 4
Molecular formula: C8H19NO
Method: DFT, the ωB97M-V functional and the def2-TZVPD basis

Gap between HOMO and LUMO (spin up / spin down)   2.91 / 6.79 eV
LUMO (spin up / spin down)   3.34 / 3.33 eV
Charge   -1
Relative energy (zero: lowest compared OMol25 entry of this formula, charge and spin)   171.30 kJ/mol
2S+1   2
Strongest force on any atom   2.14 eV Å⁻¹
Electronic energy   -12138.81276 eV

The geometry in XYZ format:
```
29
Properties=species:S:1:pos:R:3:lowdin_charge:R:1
C 0.857 -0.226 1.772 -0.280
C -0.640 -0.386 1.332 -0.106
C 3.022 -0.814 1.122 -0.155
C 1.856 1.295 -1.448 -0.134
C 1.974 1.105 0.014 -0.630
O 2.198 2.153 0.717 -0.187
N 1.804 -0.208 0.613 -0.205
H 0.902 0.745 2.320 0.104
H 1.114 -1.107 2.378 0.084
H -0.385 -0.095 0.281 0.067
H -1.349 0.014 2.086 0.064
H 2.762 -1.875 1.303 0.068
H 1.497 2.328 -1.633 0.055
H -0.965 -1.452 1.304 0.048
H 3.789 -0.886 0.335 0.068
H 3.454 -0.130 1.904 0.090
H 2.849 1.119 -2.031 0.055
H 1.186 0.596 -1.944 0.028
C -2.889 -1.074 -1.456 -0.292
C -3.811 -1.736 -0.428 -0.137
C -3.394 0.338 -1.775 -0.143
H -1.842 -1.052 -1.225 0.071
H -3.137 -1.651 -2.362 0.097
H -3.270 -2.440 0.198 0.058
H -4.668 -2.212 -0.886 0.059
H -4.484 0.349 -1.691 0.055
H -3.183 1.256 -1.220 0.067
H -4.233 -1.003 0.263 0.065
H -3.174 0.714 -2.795 0.066
```